This record from the Open Molecules 2025 dataset describes C5H5NO in the gas phase at a distorted geometry. The level of theory is ωB97M-V/def2-TZVPD.

The value obtained for the calculated total energy is -8799.596 eV. The highest occupied orbital energy is -0.3777 Ha. The value obtained for the orbital gap is 11.055 eV. Its structure (SMILES) is N#C[C@@H]1C[C@H]2O[C@@H]12.

Geometry as ORCA input:
```
! RIJCOSX wB97M-V def2-TZVPD def2/J DEFGRID3
* xyz 0 1
O -0.98 0.81 1.68
C -0.34 -0.31 1.24
C -1.13 0.21 0.12
C 0.90 0.22 0.46
C 0.06 0.35 -0.84
C 0.32 -0.82 -1.72
N 0.62 -1.71 -2.40
H -0.36 -1.27 1.74
H -2.13 0.53 -0.05
H 1.73 -0.47 0.43
H 1.16 1.22 0.81
H 0.13 1.24 -1.47
*
```